Record 1
This record from the OMol25 dataset describes one molecule with the formula C5H8O4 at a distorted geometry. The level of theory is ωB97M-V/def2-TZVPD.

Output
- M (g mol⁻¹) = 132.12
- energy relative to the best compared isomer or geometry (same formula, charge and spin) (eV) = 1.781
- calculated total energy (hartree) = -496.23721
- HOMO energy (Eh) = -0.38187
- max |F| (eV/Å) = 2.712
- gap between HOMO and LUMO (eV) = 11.0
- SMILES string = O=C(O)[C@@H]1OC[C@@H]1CO

```
! wB97M-V def2-TZVPD RIJCOSX def2/J DEFGRID3
* xyz 0 1
O -0.83743 -2.06868 -1.57386
C -1.03531 -1.06795 -0.92905
O -1.90568 -0.06721 -1.39634
C -0.57181 -0.88742 0.50712
O -1.29214 0.14786 1.18026
C -0.09173 0.93139 1.37484
C 0.77175 -0.14470 0.69478
C 1.52474 0.22474 -0.57184
O 0.73576 0.88369 -1.53770
H -2.07122 0.53909 -0.65139
H -0.64821 -1.85697 1.01981
H 0.10978 1.08992 2.44126
H -0.15477 1.89707 0.85327
H 1.44724 -0.66689 1.38137
H 1.88920 -0.69735 -1.04528
H 2.41051 0.82455 -0.31024
H -0.28067 0.91886 -1.43700
*
```


Record 2
This record from the OMol25 dataset describes C5H8O5S as an isolated structure at a distorted geometry. The level of theory is ωB97M-V/def2-TZVPD.

Output
- M (g mol⁻¹) = 180.18
- energy relative to the best compared isomer or geometry (same formula, charge and spin) (eV) = 0.000
- calculated total energy (hartree) = -969.66182
- HOMO energy (Eh) = -0.37561
- max |F| (eV/Å) = 4.585
- gap between HOMO and LUMO (eV) = 10.5

```
! wB97M-V def2-TZVPD RIJCOSX def2/J DEFGRID3
* xyz 0 1
C -0.32455 -0.94259 -0.69062
C -0.13113 0.54783 -1.12480
C 0.00007 1.45799 0.01871
C -1.25588 2.32354 0.15510
C -0.47436 -2.37779 1.15640
O -0.58221 -1.85233 -1.41722
O 2.71782 -0.93383 0.90950
O 2.68136 0.50245 -1.04686
O 1.01286 1.48771 0.69759
O -0.17976 -1.07544 0.60837
S 2.92553 0.35929 0.38479
H 0.74648 0.51065 -1.91152
H -0.94961 0.67502 -1.81694
H -1.58297 2.60440 -0.85606
H -0.98653 3.16893 0.61836
H -1.96445 1.74663 0.60543
H -1.19112 -2.98121 0.60196
H -0.93308 -2.33860 2.12795
H 0.47151 -2.88266 0.97987
*
```


Record 3
This record from the OMol25 dataset describes one molecule with the formula C5H8OS at a distorted geometry. The level of theory is ωB97M-V/def2-TZVPD.

Output
- M (g mol⁻¹) = 116.18
- energy relative to the best compared isomer or geometry (same formula, charge and spin) (eV) = 1.170
- calculated total energy (hartree) = -668.69553
- HOMO energy (Eh) = -0.31925
- max |F| (eV/Å) = 1.633
- gap between HOMO and LUMO (eV) = 9.6
- SMILES string = S[C@H]1[C@H]2COC[C@@H]12

```
! wB97M-V def2-TZVPD RIJCOSX def2/J DEFGRID3
* xyz 0 1
S -2.38326 -0.59737 -0.00494
C -1.19642 0.74887 0.00014
C 0.10998 0.78763 0.75420
C 0.72254 -0.53115 1.14814
O 0.67246 -1.34377 -0.01645
C 0.71249 -0.53103 -1.17253
C 0.10328 0.80662 -0.75273
H -1.47860 -1.59481 -0.01134
H -1.76522 1.69870 0.00763
H 0.34219 1.66816 1.33471
H 1.75356 -0.37292 1.51214
H 0.15976 -1.08583 1.93427
H 0.15914 -1.03472 -1.92114
H 1.74370 -0.34430 -1.50126
H 0.34439 1.72594 -1.31084
*
```


Record 4
This record from the OMol25 dataset describes C5H8OS2 as an isolated structure at a distorted geometry. The level of theory is ωB97M-V/def2-TZVPD.

Output
- M (g mol⁻¹) = 148.25
- energy relative to the best compared isomer or geometry (same formula, charge and spin) (eV) = 1.817
- calculated total energy (hartree) = -1066.86459
- HOMO energy (Eh) = -0.33066
- max |F| (eV/Å) = 2.165
- gap between HOMO and LUMO (eV) = 9.6

```
! wB97M-V def2-TZVPD RIJCOSX def2/J DEFGRID3
* xyz 0 1
C -0.58628 -0.52868 -0.66455
C -0.86951 0.95271 -0.53769
C 0.65834 1.16983 -0.81162
C 0.73210 -0.13636 -0.01084
C 0.21457 0.38734 1.36740
H -1.73176 -2.69818 -0.63734
H -0.44124 -0.90906 -1.67542
H -1.73544 1.51179 -0.96045
H 1.06427 2.03467 -0.28463
H 0.77447 1.16374 -1.89343
H 1.63681 -1.94843 1.08931
H -0.11153 -0.39818 1.96033
H 0.91637 0.98584 1.96886
O -0.93227 1.12623 0.89776
S -1.78285 -1.55341 0.13807
S 2.19395 -1.15986 0.05425
*
```


Record 5
This record from the OMol25 dataset describes one molecule with the formula C5H8OS2 at a distorted geometry. The level of theory is ωB97M-V/def2-TZVPD.

Output
- M (g mol⁻¹) = 148.25
- energy relative to the best compared isomer or geometry (same formula, charge and spin) (eV) = 2.086
- calculated total energy (hartree) = -1066.85473
- HOMO energy (Eh) = -0.32522
- max |F| (eV/Å) = 4.291
- gap between HOMO and LUMO (eV) = 8.3
- SMILES string = C[C@@]1(C=S)CSCO1

```
! wB97M-V def2-TZVPD RIJCOSX def2/J DEFGRID3
* xyz 0 1
C -0.89402 1.47171 -0.62488
C -0.19900 0.21451 -0.07022
C -1.22779 -0.63917 0.64708
S -2.45966 -1.49249 0.05996
C 0.57951 -0.57688 -1.21854
S 1.91793 -1.50119 -0.40354
C 1.44223 -0.52314 1.23638
O 0.85278 0.64227 0.84991
H -0.09851 2.08019 -1.08333
H -1.51890 2.01275 0.13484
H -1.50317 0.99651 -1.51725
H -1.13244 -0.51290 1.79043
H -0.14440 -1.10216 -1.74406
H 1.26334 0.18758 -1.75062
H 0.70596 -0.96458 1.95102
H 2.41615 -0.29300 1.74281
*
```


Record 6
This record from the OMol25 dataset describes C5H8OSi as an isolated structure at a distorted geometry. The level of theory is ωB97M-V/def2-TZVPD.

Output
- M (g mol⁻¹) = 112.20
- energy relative to the best compared isomer or geometry (same formula, charge and spin) (eV) = 3.337
- calculated total energy (hartree) = -559.89883
- HOMO energy (spin up / spin down) (Eh) = -0.28736 / -0.28734
- max |F| (eV/Å) = 5.707
- gap between HOMO and LUMO (spin up / spin down) (eV) = 7.7 / 7.7

```
! wB97M-V def2-TZVPD RIJCOSX def2/J DEFGRID3
* xyz 0 1
C 0.63328 -0.04326 -2.04302
C 0.99090 -1.31119 -1.40561
C 0.59617 0.89003 -1.06952
C 1.23641 -1.35546 -0.05682
C -1.46769 0.22122 1.59690
O -1.89403 1.52012 1.72544
Si 0.88643 0.33231 0.70021
H 0.31179 0.20387 -3.05877
H 1.07670 -2.28799 -1.88453
H 0.35335 1.96649 -1.25555
H 1.15219 -2.27363 0.54096
H -2.04596 -0.55333 1.05257
H -1.12910 -0.15103 2.60521
H -2.06776 1.83022 0.76014
H 1.36732 1.01163 1.79239
*
```


Record 7
This record from the OMol25 dataset describes one molecule with the formula C5H8P2 at a distorted geometry. The level of theory is ωB97M-V/def2-TZVPD.

Output
- M (g mol⁻¹) = 130.07
- energy relative to the best compared isomer or geometry (same formula, charge and spin) (eV) = 1.237
- calculated total energy (hartree) = -877.91686
- HOMO energy (Eh) = -0.29733
- max |F| (eV/Å) = 3.370
- gap between HOMO and LUMO (eV) = 8.0

```
! wB97M-V def2-TZVPD RIJCOSX def2/J DEFGRID3
* xyz 0 1
C -0.95609 -1.33535 0.23533
C -0.30961 -1.52545 -0.90175
C -0.34655 1.14905 0.46919
C 0.12827 1.12548 -0.95672
C -0.37010 -0.25939 1.08882
P 2.00138 -0.88952 0.79603
P 1.13344 -0.49941 -1.17789
H -1.79228 -1.90346 0.55415
H -0.51314 -2.27852 -1.57427
H 0.34806 1.68378 1.12610
H -1.32920 1.52068 0.59163
H -0.48584 1.01060 -1.98776
H 0.74267 1.96755 -1.26710
H -0.67369 -0.24989 2.13257
H 2.42268 0.48383 0.87166
*
```


Record 8
This record from the OMol25 dataset describes one molecule with the formula C5H8P2 at a distorted geometry. The level of theory is ωB97M-V/def2-TZVPD.

Output
- M (g mol⁻¹) = 130.07
- energy relative to the best compared isomer or geometry (same formula, charge and spin) (eV) = 2.711
- calculated total energy (hartree) = -877.73945
- HOMO energy (spin up / spin down) (Eh) = -0.19068 / -0.29163
- max |F| (eV/Å) = 5.023
- gap between HOMO and LUMO (spin up / spin down) (eV) = 5.9 / 5.0
- <S²> = 2.02

```
! wB97M-V def2-TZVPD RIJCOSX def2/J DEFGRID3
* xyz 0 3
C 0.66835 0.82451 -0.12493
C -0.61592 0.92556 -0.25432
C -0.41666 -1.90694 -0.03432
C 1.84239 1.74811 -0.15972
C -1.58383 -1.58626 0.50956
P 1.09179 -0.97282 0.24791
P -2.22649 0.82732 -0.50863
H -0.21492 -2.76911 -0.74840
H 2.62677 1.13230 0.41022
H 2.21154 1.89747 -1.13914
H 1.56453 2.72830 0.34603
H -2.50440 -1.97260 0.38841
H -1.49940 -0.74043 1.29446
H 1.64762 -1.28530 -0.97797
H -2.59135 1.14989 0.75084
*
```


Record 9
This record from the OMol25 dataset describes C5H8S as an isolated structure at a distorted geometry. The level of theory is ωB97M-V/def2-TZVPD.

Output
- M (g mol⁻¹) = 100.19
- energy relative to the best compared isomer or geometry (same formula, charge and spin) (eV) = 3.631
- calculated total energy (hartree) = -593.35481
- HOMO energy (Eh) = -0.31331
- max |F| (eV/Å) = 5.184
- gap between HOMO and LUMO (eV) = 9.5

```
! wB97M-V def2-TZVPD RIJCOSX def2/J DEFGRID3
* xyz 0 1
C -0.29840 -1.71261 0.40312
C -0.37970 -0.50841 -0.17646
C 1.96448 0.71788 0.79063
C 1.32770 0.54048 -0.48356
C -1.56466 0.22975 -0.71401
S 2.87248 -0.40602 -0.45275
H -1.15476 -2.31088 0.47768
H 0.60781 -2.19015 0.82538
H 2.30316 1.67686 0.93757
H 1.40882 0.22516 1.53649
H 1.22651 1.22318 -1.30352
H -1.40381 1.22511 -0.20234
H -1.61499 0.42390 -1.81369
H -2.25763 -0.55410 -0.51381
*
```


Record 10
This record from the OMol25 dataset describes C5H8S as an isolated structure at a distorted geometry. The level of theory is ωB97M-V/def2-TZVPD.

Output
- M (g mol⁻¹) = 100.19
- energy relative to the best compared isomer or geometry (same formula, charge and spin) (eV) = 3.988
- calculated total energy (hartree) = -593.34168
- HOMO energy (Eh) = -0.30142
- max |F| (eV/Å) = 5.451
- gap between HOMO and LUMO (eV) = 9.2

```
! wB97M-V def2-TZVPD RIJCOSX def2/J DEFGRID3
* xyz 0 1
C -0.32029 1.35176 1.02289
C -0.88471 0.75589 -0.32998
C 0.17242 -0.26259 -0.59399
C 0.81057 -1.58217 -0.95569
C 0.40707 -1.12079 0.56523
H 0.18958 2.32989 0.67882
H -1.12895 1.81460 1.65121
H -0.80593 1.63859 -1.08882
H -1.97264 0.45677 -0.26577
H 1.10790 0.34582 -0.77465
H 0.17202 -2.50205 -1.31385
H 1.74222 -1.66474 -1.39452
H -0.42736 -1.79192 1.15580
S 0.93809 0.23094 1.64330
*
```


Record 11
This record from the OMol25 dataset describes one molecule with the formula C5H8S at a distorted geometry. The level of theory is ωB97M-V/def2-TZVPD.

Output
- M (g mol⁻¹) = 100.19
- energy relative to the best compared isomer or geometry (same formula, charge and spin) (eV) = 1.618
- calculated total energy (hartree) = -593.42876
- HOMO energy (Eh) = -0.31458
- max |F| (eV/Å) = 3.676
- gap between HOMO and LUMO (eV) = 8.4
- SMILES string = C=CCC(C)=S

```
! wB97M-V def2-TZVPD RIJCOSX def2/J DEFGRID3
* xyz 0 1
C -2.79848 0.02628 -0.30586
C -1.72542 -0.79784 -0.17184
C -0.62783 -0.36934 0.76799
C 0.67700 0.31431 0.21538
C 0.51492 1.70377 -0.10567
S 1.99144 -0.59940 -0.20159
H -2.85075 0.86108 0.42384
H -3.56951 -0.08057 -1.10272
H -1.61598 -1.72794 -0.65089
H -1.10482 0.43308 1.30886
H -0.23902 -1.32114 1.36134
H -0.32512 1.75564 -0.88484
H 1.46158 2.14981 -0.37387
H 0.13939 2.25724 0.74366
*
```


Record 12
This record from the OMol25 dataset describes one molecule with the formula C5H8S at a distorted geometry. The level of theory is ωB97M-V/def2-TZVPD.

Output
- M (g mol⁻¹) = 100.19
- energy relative to the best compared isomer or geometry (same formula, charge and spin) (eV) = 2.858
- calculated total energy (hartree) = -593.38319
- HOMO energy (Eh) = -0.31197
- max |F| (eV/Å) = 3.080
- gap between HOMO and LUMO (eV) = 9.5
- SMILES string = C1SC[C@H]2C[C@H]12

```
! wB97M-V def2-TZVPD RIJCOSX def2/J DEFGRID3
* xyz 0 1
C 0.91267 -0.96405 -0.94832
S -0.48344 -2.05158 -0.13273
C -1.17211 -0.63662 0.83760
C -0.68742 0.63378 0.05258
C 0.37181 1.68886 0.05089
C 0.79006 0.26492 -0.08048
H 1.78499 -1.63834 -0.84319
H 0.65943 -0.83531 -1.98337
H -2.24054 -0.87767 0.90685
H -0.80469 -0.69300 1.81590
H -1.18878 0.61738 -0.88701
H 0.08329 2.47070 -0.70568
H 0.80750 2.15373 1.02341
H 1.16721 -0.13282 0.89356
*
```


Record 13
This record from the OMol25 dataset describes one molecule with the formula C5H8S at a distorted geometry. The level of theory is ωB97M-V/def2-TZVPD.

Output
- M (g mol⁻¹) = 100.19
- energy relative to the best compared isomer or geometry (same formula, charge and spin) (eV) = 2.080
- calculated total energy (hartree) = -593.41179
- HOMO energy (Eh) = -0.34369
- max |F| (eV/Å) = 2.601
- gap between HOMO and LUMO (eV) = 10.2
- SMILES string = C#C[C@H](S)CC

```
! wB97M-V def2-TZVPD RIJCOSX def2/J DEFGRID3
* xyz 0 1
C -1.36517 0.76382 -2.00934
C -0.41256 0.70877 -1.24537
C 0.73555 0.78801 -0.23918
S 2.15955 -0.31536 -0.75737
C 0.19415 0.36544 1.13360
C -0.48214 -0.99062 1.07812
H -2.08570 0.47189 -2.72917
H 1.03953 1.83525 -0.21351
H 1.35843 -1.09261 -1.54797
H 1.03060 0.31107 1.80280
H -0.39541 1.19795 1.55204
H -1.28794 -1.11577 1.82037
H 0.34761 -1.72396 1.31374
H -0.83651 -1.20389 0.04126
*
```


Record 14
This record from the OMol25 dataset describes C5H8S as an isolated structure at a distorted geometry. The level of theory is ωB97M-V/def2-TZVPD.

Output
- M (g mol⁻¹) = 100.19
- energy relative to the best compared isomer or geometry (same formula, charge and spin) (eV) = 1.199
- calculated total energy (hartree) = -593.44417
- HOMO energy (Eh) = -0.31656
- max |F| (eV/Å) = 2.805
- gap between HOMO and LUMO (eV) = 9.6

```
! wB97M-V def2-TZVPD RIJCOSX def2/J DEFGRID3
* xyz 0 1
C -0.97363 -0.68921 2.51196
C -0.79941 -0.39133 1.21240
C 0.46337 -0.34285 0.47549
C 0.79866 1.05920 -0.02512
C 0.42329 -0.99178 -0.88311
H -0.12681 -1.01280 3.14719
H -1.91993 -0.54065 2.96326
H -1.64742 -0.04836 0.64421
H 1.34316 -0.73729 1.02922
H 1.86712 1.15763 -0.15655
H 0.42078 1.86059 0.56263
H -0.29877 -1.78661 -1.07482
H 1.40440 -1.23324 -1.30922
S -0.03227 0.65478 -1.59723
*
```


Record 15
This record from the OMol25 dataset describes a 2-piece molecular cluster, C5H8S overall. The level of theory is ωB97M-V/def2-TZVPD.

Output
- M (g mol⁻¹) = 100.19
- energy relative to the best compared isomer or geometry (same formula, charge and spin) (eV) = 1.962
- calculated total energy (hartree) = -593.41614
- HOMO energy (Eh) = -0.31607
- max |F| (eV/Å) = 0.879
- gap between HOMO and LUMO (eV) = 8.6
- SMILES string = C=C=S.C=CC

```
! wB97M-V def2-TZVPD RIJCOSX def2/J DEFGRID3
* xyz 0 1
C 2.91045 -1.34080 -0.19469
C 2.42938 -0.15279 -0.01939
S 1.81883 1.26206 0.20476
H 3.88816 -1.60794 0.17022
H 2.36984 -2.10465 -0.72457
C -1.23304 -0.26072 1.22028
C -1.82972 0.62939 0.45053
C -1.51425 0.84530 -0.99109
H -0.46252 -0.90950 0.83793
H -1.47604 -0.37119 2.26277
H -2.59468 1.27840 0.85796
H -2.41922 0.78627 -1.59451
H -1.08777 1.83913 -1.13303
H -0.79943 0.10704 -1.34717
*
```


Record 16
This record from the OMol25 dataset describes a 2-piece molecular cluster, C5H8S2 overall at a distorted geometry. The level of theory is ωB97M-V/def2-TZVPD.

Output
- M (g mol⁻¹) = 132.25
- energy relative to the best compared isomer or geometry (same formula, charge and spin) (eV) = 1.548
- calculated total energy (hartree) = -991.62936
- HOMO energy (Eh) = -0.32206
- max |F| (eV/Å) = 5.804
- gap between HOMO and LUMO (eV) = 8.8

```
! wB97M-V def2-TZVPD RIJCOSX def2/J DEFGRID3
* xyz 0 1
C -0.26931 -0.53265 1.47218
C -0.68118 -0.03723 0.29339
C 3.07396 -0.06058 -0.80653
C -0.97250 -0.96312 -0.75357
C -0.90413 1.37753 0.12672
S 2.34567 -1.23270 -0.09239
S 3.64477 1.22446 -1.48156
H -0.13377 -1.50595 1.58153
H -2.01678 -1.05312 -0.85405
H -0.52079 -0.69415 -1.64484
H -0.46962 -1.86346 -0.35707
H -1.16530 1.85788 1.12838
H -1.79168 1.47055 -0.49794
H -0.05980 1.80627 -0.40708
H -0.07955 0.20626 2.29282
*
```